Density functional theory data (ωB97M-V/def2-TZVPD) for a structure of composition C49H59AsBrGe2N5O2S4Si3Ti.

Output
Spin multiplicity   2
LUMO level (alpha / beta)   0.05043 / 0.03640 Ha
Charge   -1
Energy relative to the best compared isomer or geometry (same formula, charge and spin)   0.00 kcal/mol
Strongest force on any atom   1.77 eV/A

Each line ends with the Mulliken spin population.
Element x y z (Å)
1 Br -2.225549 -0.613588 8.237556  0.00
2 As 1.848676 -1.055898 -2.543627  0.29
3 Ge 2.431871 -1.279206 2.933806  0.00
4 Ge -0.921601 1.517689 -2.985646  0.01
5 Ti -1.025727 0.033962 0.618038  -0.03
6 S 0.767637 -1.394236 1.451630  0.01
7 S 0.361546 0.486845 -1.464618  0.08
8 S 0.760888 -2.199346 -3.909834  0.25
9 S 3.400538 0.188093 -3.145260  0.33
10 Si 2.652734 -3.639747 3.241920  0.00
11 Si 4.472810 -0.471707 1.972424  0.00
12 Si 2.164587 -0.331335 5.103787  0.00
13 O -2.284921 1.414510 0.028710  0.00
14 O -1.206613 3.290623 7.685259  0.00
15 N -2.293343 -0.399689 2.164183  0.01
16 N -2.135852 -1.432915 -0.259529  0.00
17 N -0.116328 1.859146 1.388277  0.00
18 N -1.594497 6.486890 2.198222  0.00
19 N -1.271606 6.774111 3.349562  0.00
20 C -2.602833 -1.632995 4.238147  0.00
21 C -2.949170 -2.896282 -1.965435  0.00
22 C -0.151512 5.826866 5.248150  0.00
23 C 4.532498 -0.805374 0.138485  0.02
24 C -1.146126 4.134667 6.622166  0.00
25 C -1.033711 2.872652 1.365350  0.00
26 C -2.313178 4.943678 4.678479  0.00
27 C -3.203302 3.549271 0.581690  0.00
28 C -2.443599 -0.297367 -4.703477  0.00
29 C -2.964973 4.818533 1.133521  0.00
30 C 0.775742 1.182200 -5.368296  0.01
31 C -1.773254 0.576359 5.693480  0.00
32 C -2.482423 0.509165 -3.566827  -0.01
33 C -2.227325 2.572836 0.643807  0.00
34 C 1.467004 3.389283 2.300402  0.00
35 C 0.163237 2.084378 -4.498841  -0.01
36 C -1.801118 5.119807 1.795283  0.00
37 C -3.374346 -1.468138 0.353005  0.01
38 C -2.209189 -0.474040 3.561487  0.00
39 C 1.716000 2.993266 -6.641004  0.00
40 C -4.798721 -0.738569 -4.509346  0.00
41 C -2.622188 -1.678465 5.621740  0.00
42 C 5.933726 -1.346313 2.788184  0.00
43 C 1.544643 1.442006 5.226198  0.00
44 C 3.260957 -4.350501 1.612433  0.00
45 C 3.886330 -0.364450 5.878704  0.00
46 C 1.542270 1.633136 -6.433264  0.00
47 C 1.095114 -1.470845 6.146402  0.00
48 C -4.481541 -2.095838 -0.300163  0.00
49 C -0.078844 4.981365 6.348949  0.00
50 C 1.119761 3.902827 -5.779431  0.00
51 C 3.859922 -4.121789 4.612237  0.00
52 C -1.775526 0.620457 4.307132  0.00
53 C 1.095549 2.115510 1.818243  0.01
54 C -3.694613 0.661929 -2.896872  0.00
55 C 0.537003 4.384377 2.366385  0.00
56 C -4.847441 0.051667 -3.370498  0.00
57 C -0.109901 3.270592 8.576479  0.00
58 C -1.241116 5.788784 4.395579  0.00
59 C -3.591383 -0.921981 -5.169257  -0.01
60 C 0.969462 -4.362873 3.651846  0.00
61 C -3.430131 -0.933182 1.628539  0.01
62 C -0.775051 4.148455 1.889382  0.00
63 C -4.265741 -2.815477 -1.426678  0.00
64 C -1.947990 -2.193092 -1.377507  0.01
65 C 0.350761 3.448261 -4.717302  0.00
66 C -2.267131 4.133201 5.792715  0.00
67 C 4.708390 1.386925 2.234518  0.00
68 C -2.217251 -0.563927 6.336962  0.00
69 H 1.144621 1.598293 6.233645  0.00
70 H 3.184304 -5.441928 1.612494  0.00
71 H 0.806182 5.364241 2.745611  0.00
72 H 4.404950 1.723700 3.229429  0.00
73 H -3.706833 5.599359 1.014932  0.00
74 H 3.832398 -0.177368 -0.411974  -0.01
75 H 0.014934 4.238131 9.071514  0.00
76 H 3.807632 -0.072012 6.931094  0.00
77 H -2.930862 -2.577241 6.138366  0.00
78 H 1.794288 1.290116 1.793055  0.00
79 H -2.890696 -2.501276 3.659135  0.00
80 H -3.735365 1.251898 -1.987598  0.00
81 H -3.542386 -1.547826 -6.052064  0.00
82 H -1.468865 1.522253 3.791521  0.00
83 H -0.342797 2.510735 9.317137  0.00
84 H 2.324189 3.344779 -7.465763  0.00
85 H -4.112300 3.352310 0.029143  0.00
86 H -5.086522 -3.313812 -1.927392  0.00
87 H -5.696992 -1.220813 -4.876757  0.00
88 H -3.098153 3.487410 6.042196  0.00
89 H 5.532846 -0.599313 -0.254400  0.01
90 H 0.190060 -1.771043 5.615326  0.00
91 H 0.817293 3.003668 8.062864  0.00
92 H 6.072888 -1.047952 3.829186  0.00
93 H -0.951210 -2.179939 -1.796605  0.00
94 H 4.846305 -3.675469 4.471944  0.00
95 H 0.792730 5.012531 6.986445  0.00
96 H -0.107457 4.171612 -4.050955  0.00
97 H 3.492052 -3.821386 5.596013  0.00
98 H -4.322749 -1.032078 2.238222  0.00
99 H 4.282949 -1.842086 -0.097996  0.00
100 H -3.185812 4.929226 4.040525  0.00
101 H -1.434082 1.421657 6.273015  0.00
102 H 6.846999 -1.096182 2.239742  0.00
103 H 5.819653 -2.431815 2.759325  0.00
104 H 0.790694 -0.995744 7.083289  0.00
105 H -2.740415 -3.461876 -2.862444  0.00
106 H 4.138827 1.949276 1.491212  0.00
107 H 1.257565 4.966704 -5.930093  0.00
108 H 3.985596 -5.208960 4.624346  0.00
109 H 0.222321 -3.998010 2.944784  0.00
110 H 2.362037 2.149562 5.070113  0.00
111 H 5.761786 1.648931 2.097707  0.00
112 H 4.585626 0.319779 5.392755  0.00
113 H 0.652079 -4.083187 4.658817  0.00
114 H -5.781349 0.178507 -2.836982  0.00
115 H 4.315348 -1.368748 5.846354  0.00
116 H 1.003167 -5.454906 3.593710  0.00
117 H 0.646363 6.531329 5.049227  0.00
118 H 2.485859 3.549056 2.623201  0.00
119 H -5.466531 -2.004241 0.140352  0.00
120 H 0.691354 0.112384 -5.208006  0.00
121 H -1.408306 2.783941 -2.260093  0.01
122 H 0.756035 1.681966 4.519261  0.00
123 H 2.658042 -3.968955 0.785214  0.01
124 H 4.303855 -4.086045 1.421075  0.00
125 H 1.655256 -2.376666 6.393548  0.00
126 H -1.512219 -0.451174 -5.233328  0.02
127 H 2.026324 0.914439 -7.082541  0.00

Forces on the atoms, in the same order (eV/Å):
Br 0.0 0.0 0.0
As -0.1 0.1 0.3
Ge 0.2 0.0 0.0
Ge 0.0 0.0 0.0
Ti -0.5 -1.6 0.6
S -0.2 0.2 -0.1
S 0.2 0.2 -0.2
S -0.1 -0.1 -0.1
S 0.1 0.0 -0.2
Si 0.0 0.0 0.0
Si 0.0 0.0 -0.1
Si -0.1 -0.1 0.0
O -0.2 0.1 0.2
O 0.0 0.0 0.0
N 0.2 -0.1 -0.3
N 0.2 0.3 0.1
N 0.1 0.5 0.1
N -0.1 -0.2 -0.5
N 0.1 0.1 0.5
C 0.0 0.0 0.0
C 0.0 0.0 0.0
C -0.1 -0.1 0.1
C 0.0 -0.1 0.1
C 0.0 0.1 0.0
C 0.1 0.1 -0.2
C 0.0 0.0 0.0
C 0.0 0.0 -0.1
C 0.0 0.0 0.0
C 0.1 -0.1 -0.1
C 0.0 0.0 0.0
C 0.0 0.0 0.0
C 0.0 -0.1 0.0
C -0.1 0.1 0.0
C 0.0 -0.1 0.0
C 0.1 0.0 0.0
C -0.2 0.2 -0.1
C -0.1 0.1 0.1
C 0.0 0.1 0.0
C 0.0 0.0 0.0
C 0.0 0.0 0.0
C 0.0 0.0 0.0
C 0.0 0.0 0.0
C 0.0 0.0 0.1
C 0.0 -0.1 0.0
C 0.0 0.0 0.0
C 0.0 0.0 0.0
C -0.1 0.0 0.0
C 0.0 0.0 0.0
C 0.0 0.0 0.0
C 0.0 0.0 0.0
C 0.0 0.0 0.0
C 0.1 -0.1 0.0
C -0.1 0.1 0.1
C 0.0 0.1 0.1
C 0.1 0.1 0.0
C 0.0 -0.1 0.0
C 0.0 0.0 0.0
C 0.1 0.1 0.1
C 0.0 0.0 0.0
C 0.0 0.0 0.0
C 0.1 -0.1 0.0
C 0.0 -0.1 0.0
C 0.0 0.1 0.0
C 0.0 0.0 0.0
C -0.1 0.0 0.0
C 0.0 0.0 -0.1
C 0.0 0.0 0.0
C 0.0 0.0 0.0
H 0.0 0.0 0.0
H 0.0 0.0 0.0
H 0.0 -0.1 -0.1
H 0.0 0.0 0.0
H 0.0 0.0 0.0
H 0.0 0.0 0.0
H 0.0 0.0 0.0
H 0.0 0.0 0.0
H 0.0 0.0 0.0
H 0.1 0.0 0.0
H 0.0 0.0 0.0
H 0.0 0.0 0.0
H 0.0 0.0 0.0
H 0.0 0.0 0.0
H 0.0 0.0 0.0
H 0.0 0.0 0.0
H 0.0 0.0 0.0
H 0.0 0.0 0.0
H 0.0 0.0 0.0
H 0.0 0.0 0.0
H 0.0 0.0 0.0
H 0.0 0.0 0.0
H 0.0 0.0 0.0
H 0.0 0.0 0.0
H 0.0 0.0 0.0
H 0.0 0.0 0.0
H 0.0 0.0 0.0
H 0.0 0.0 0.0
H 0.0 0.0 0.0
H -0.1 0.1 0.0
H 0.0 0.0 0.0
H 0.0 0.0 0.0
H 0.0 0.1 0.0
H 0.0 0.0 0.0
H 0.0 0.0 0.0
H 0.0 0.0 0.0
H 0.0 0.0 0.0
H 0.0 0.0 0.0
H 0.0 0.0 0.0
H 0.0 0.0 0.0
H 0.0 0.0 0.0
H 0.0 0.0 0.0
H 0.0 0.0 0.0
H 0.0 0.0 0.0
H 0.0 0.0 0.0
H 0.0 0.0 0.0
H 0.0 0.0 0.0
H 0.0 0.0 0.0
H 0.0 0.0 0.0
H 0.0 0.0 0.0
H 0.0 0.0 0.0
H 0.0 0.1 0.0
H 0.0 0.0 0.0
H -0.1 0.0 0.0
H 0.0 0.0 0.0
H 0.0 0.0 0.0
H 0.0 0.0 0.0
H 0.0 0.0 0.0
H 0.0 0.0 0.0